Computed, not measured: a molecular structure, C15H40Mn2N3O8S at a distorted geometry, with wB97M-V/def2-TZVPD.

Each line ends with the Mulliken charge.
Element x y z (Å)
1 Mn 21.111 -0.130 -2.589  1.05
2 Mn 21.051 0.475 -5.497  1.02
3 N 19.936 -2.419 -4.427  1.05
4 O 20.406 -1.683 -5.317  -0.58
5 O 18.967 -3.200 -4.624  -0.49
6 O 20.527 -2.226 -3.334  -0.69
7 O 22.452 -0.081 -4.125  -0.88
8 H 23.121 -0.725 -4.430  0.29
9 O 19.776 0.685 -3.859  -0.05
10 H 18.852 0.657 -3.542  0.05
11 C 15.234 1.367 0.687  -1.35
12 C 16.254 0.729 -0.233  0.05
13 N 15.621 0.248 -1.451  -0.10
14 C 15.360 1.308 -2.383  1.03
15 C 14.039 1.291 -3.130  -1.51
16 C 16.414 -0.821 -2.221  0.82
17 C 15.589 -1.616 -3.211  -1.01
18 H 14.683 2.099 0.095  0.31
19 H 15.679 2.015 1.442  0.39
20 H 14.452 0.800 1.192  0.35
21 H 17.021 1.437 -0.548  -0.06
22 H 16.815 0.069 0.429  0.40
23 H 16.149 1.395 -3.130  -1.07
24 H 15.559 2.300 -1.978  0.53
25 H 13.434 2.162 -2.879  0.41
26 H 13.480 0.374 -2.943  0.37
27 H 14.242 1.397 -4.195  0.13
28 H 17.307 -0.374 -2.657  -0.68
29 H 16.916 -1.426 -1.466  0.60
30 H 14.573 -1.791 -2.856  0.38
31 H 15.347 -1.093 -4.136  -0.05
32 H 16.047 -2.557 -3.516  0.37
33 C 14.322 0.850 -8.512  -1.43
34 C 14.673 0.137 -7.211  -0.42
35 N 16.155 -0.093 -6.972  0.28
36 C 16.809 0.641 -5.880  1.41
37 C 16.908 2.081 -6.371  -1.58
38 C 16.494 -1.509 -6.773  0.03
39 C 16.303 -2.283 -8.162  -1.38
40 H 14.883 0.445 -9.354  0.33
41 H 14.363 1.939 -8.505  0.31
42 H 13.292 0.537 -8.688  0.40
43 H 14.329 0.884 -6.495  0.14
44 H 14.097 -0.773 -7.046  0.57
45 H 16.199 0.517 -4.986  -0.57
46 H 17.856 0.371 -5.742  -0.45
47 H 15.918 2.473 -6.609  0.29
48 H 17.346 2.736 -5.619  0.33
49 H 17.404 2.233 -7.330  0.46
50 H 15.792 -1.952 -6.066  0.09
51 H 17.521 -1.670 -6.445  0.03
52 H 17.135 -2.262 -8.866  0.33
53 H 15.361 -2.098 -8.679  0.34
54 H 16.415 -3.334 -7.895  0.43
55 O 17.559 4.442 -0.282  -0.62
56 S 17.925 4.651 -1.668  1.16
57 O 16.853 4.948 -2.634  -0.65
58 O 19.030 5.863 -1.771  -0.25
59 C 18.553 7.205 -1.905  -0.36
60 C 18.198 7.925 -0.523  -1.02
61 C 18.945 3.188 -2.187  -0.47
62 H 17.707 7.374 -2.570  0.33
63 H 19.381 7.762 -2.344  0.31
64 H 19.117 8.025 0.056  0.28
65 H 17.408 7.515 0.106  0.32
66 H 17.899 8.948 -0.751  0.38
67 H 19.789 3.477 -2.814  0.43
68 H 18.299 2.493 -2.724  -0.33
69 H 19.312 2.780 -1.245  0.43

Properties
* net charge: +1
* frontier orbital gap (spin up / spin down): 4.545 / 4.610 eV
* <S²>: 30.0068
* total energy: -110516.737 eV
* spin multiplicity: 11

***

Computed, not measured: 4 unconnected molecules or ions with the total composition C15H40NO10PS3 at a distorted geometry, with wB97M-V/def2-TZVPD.

Each line ends with the Mulliken charge.
Element x y z (Å)
1 C -1.502 -2.422 2.841  -0.82
2 C -2.587 -1.314 2.218  0.21
3 O -3.145 -0.418 3.255  -0.32
4 P -2.656 1.244 2.998  0.01
5 C -1.865 1.757 4.702  -0.56
6 C -1.177 0.345 5.277  -0.12
7 C 0.112 0.663 6.273  -0.68
8 C 1.407 0.886 5.237  -0.07
9 N 2.506 1.618 5.985  -0.61
10 H -1.614 -2.346 4.027  0.22
11 H -0.431 -2.008 2.590  0.15
12 H -1.697 -3.506 2.431  0.32
13 H -2.052 -0.746 1.344  0.13
14 H -3.474 -1.966 1.789  0.05
15 H -1.610 1.362 2.013  0.02
16 H -0.963 2.507 4.568  0.23
17 H -2.657 2.199 5.452  0.35
18 H -1.992 -0.341 5.761  0.44
19 H -0.699 -0.163 4.308  -0.14
20 H -0.098 1.609 6.943  0.23
21 H 0.369 -0.300 6.913  0.27
22 H 0.989 1.463 4.299  -0.08
23 H 1.819 -0.156 4.838  0.30
24 H 2.394 2.650 5.858  0.24
25 H 3.396 1.265 5.563  0.29
26 O -3.587 -3.852 -1.994  -0.65
27 S -3.868 -2.700 -2.824  1.22
28 O -3.026 -1.523 -2.814  -0.57
29 O -5.413 -2.241 -2.589  -0.26
30 C -5.855 -1.984 -1.264  -0.35
31 C -5.387 -0.624 -0.778  -0.90
32 C -4.051 -3.245 -4.504  -0.93
33 H -5.532 -2.779 -0.584  0.31
34 H -6.950 -1.999 -1.282  0.26
35 H -4.301 -0.604 -0.654  0.17
36 H -5.843 -0.380 0.186  0.39
37 H -5.644 0.156 -1.502  0.32
38 H -4.731 -4.098 -4.526  0.32
39 H -3.067 -3.539 -4.873  0.35
40 H -4.442 -2.419 -5.102  0.31
41 O 4.380 2.118 1.484  -0.66
42 S 3.173 2.915 1.405  1.17
43 O 1.956 2.535 2.091  -0.54
44 O 2.825 3.196 -0.161  -0.29
45 C 2.717 2.090 -1.046  -0.32
46 C 1.385 1.383 -0.888  -0.82
47 C 3.569 4.587 1.849  -0.98
48 H 3.553 1.397 -0.907  0.34
49 H 2.792 2.487 -2.064  0.21
50 H 1.315 0.890 0.087  0.26
51 H 1.257 0.621 -1.662  0.26
52 H 0.556 2.095 -0.949  0.28
53 H 4.454 4.900 1.292  0.35
54 H 3.772 4.613 2.921  0.36
55 H 2.715 5.226 1.616  0.31
56 O 1.395 -0.233 -4.300  -0.64
57 S 2.542 -1.114 -4.234  1.29
58 O 3.619 -0.904 -3.290  -0.58
59 O 3.177 -1.270 -5.726  -0.31
60 C 3.527 -0.096 -6.445  -0.30
61 C 4.842 0.481 -5.957  -0.93
62 C 1.963 -2.784 -4.063  -0.99
63 H 2.725 0.647 -6.393  0.31
64 H 3.632 -0.385 -7.497  0.28
65 H 4.747 0.870 -4.938  0.23
66 H 5.168 1.301 -6.603  0.39
67 H 5.621 -0.288 -5.937  0.26
68 H 1.190 -2.968 -4.811  0.30
69 H 1.550 -2.896 -3.059  0.37
70 H 2.806 -3.465 -4.198  0.34

Properties
* net charge: 0
* SMILES string: CCOS(C)(=O)=O.CCOS(C)(=O)=O.CCOS(C)(=O)=O.CCOPCCCCN
* frontier orbital gap: 8.085 eV
* total energy: -79957.959 eV
* spin multiplicity: 1

***

Computed, not measured: a molecular structure, C15H40NaO5 at a distorted geometry, with wB97M-V/def2-TZVPD.

Each line ends with the Mulliken charge.
Element x y z (Å)
1 Na 0.219 0.133 -0.598  1.00
2 C -0.280 -5.431 -3.674  -1.31
3 C 0.729 -5.113 -2.550  0.51
4 C 2.148 -4.800 -3.101  -1.20
5 O 0.210 -3.993 -1.878  -0.51
6 H -0.387 -4.627 -4.402  0.29
7 H -1.242 -5.713 -3.244  0.40
8 H -0.078 -6.338 -4.244  0.37
9 H 0.808 -5.969 -1.879  0.20
10 H 2.860 -5.046 -2.314  0.32
11 H 2.444 -3.773 -3.317  0.33
12 H 2.300 -5.542 -3.885  0.31
13 H -0.596 -4.412 -1.568  0.30
14 C -4.095 5.354 0.741  -1.47
15 C -2.780 4.706 0.710  0.69
16 C -1.977 4.683 1.961  -1.24
17 O -3.046 3.340 0.501  -0.58
18 H -4.526 5.507 -0.249  0.37
19 H -3.813 6.365 1.034  0.35
20 H -4.846 4.995 1.444  0.43
21 H -2.147 5.137 -0.066  0.18
22 H -1.037 4.133 1.911  0.31
23 H -2.556 4.248 2.776  0.27
24 H -1.849 5.730 2.238  0.35
25 H -3.985 3.237 0.677  0.34
26 C 5.820 -1.226 1.968  -1.12
27 C 4.766 -0.135 2.395  0.39
28 C 5.480 0.896 3.246  -1.35
29 O 4.225 0.575 1.307  -0.58
30 H 6.618 -0.807 1.356  0.33
31 H 5.234 -2.040 1.541  0.30
32 H 6.254 -1.570 2.907  0.34
33 H 3.903 -0.511 2.944  0.27
34 H 6.478 1.140 2.883  0.35
35 H 5.541 0.681 4.313  0.37
36 H 5.044 1.895 3.275  0.39
37 H 4.793 1.215 0.873  0.32
38 C -2.814 -0.359 5.956  -1.16
39 C -1.508 -1.068 5.363  0.13
40 C -1.747 -2.556 5.471  -1.19
41 O -1.423 -0.684 3.971  -0.51
42 H -2.882 -0.343 7.044  0.33
43 H -3.648 -0.778 5.393  0.37
44 H -2.733 0.711 5.764  0.31
45 H -0.548 -0.734 5.755  0.37
46 H -1.213 -2.894 6.359  0.35
47 H -1.278 -3.058 4.624  0.35
48 H -2.773 -2.903 5.588  0.30
49 H -2.300 -0.988 3.728  0.33
50 C -1.676 2.628 -5.835  -1.13
51 C -1.038 1.242 -5.320  0.19
52 C -0.735 0.490 -6.576  -1.13
53 O 0.191 1.697 -4.722  -0.57
54 H -2.447 2.444 -6.582  0.36
55 H -0.835 3.175 -6.261  0.34
56 H -2.088 3.173 -4.985  0.27
57 H -1.748 0.674 -4.720  0.36
58 H -1.660 0.460 -7.151  0.36
59 H -0.370 -0.512 -6.352  0.29
60 H -0.005 0.961 -7.235  0.31
61 H 0.648 2.302 -5.311  0.35

Properties
* net charge: +1
* frontier orbital gap: 7.776 eV
* total energy: -30849.496 eV
* spin multiplicity: 1

***

Energy relative to the best compared isomer or geometry (same formula, charge and spin), record by record: 68.1; 91.0; 119.2 kcal per mole